(1)
A structure of composition C4H9NO, computed with the ωB97M-V functional and the def2-TZVPD basis.

Atoms and positions in Å:
C  1.65527  0.32087  0.04481
C  -0.54479  0.45390  -0.50489
C  -0.49116  -0.48011  -1.66897
C  -1.21738  -0.06123  0.69150
O  -2.33052  -0.55637  0.53569
N  -0.66550  0.09758  1.94554
H  1.47122  -0.65281  0.49201
H  2.17039  0.98161  0.74906
H  2.20438  0.23958  -0.89447
H  0.68542  0.97400  -0.22969
H  -1.54819  -0.62884  -1.92436
H  0.00607  -0.04210  -2.53884
H  -0.08005  -1.48036  -1.46576
H  0.03004  0.81699  2.07815
H  -1.34520  0.01730  2.69022

Kohn-Sham gap = 8.677 eV
HOMO energy = -8.4 eV
total charge = 0

Atomic partial charges in e from the Löwdin method, atoms 1 to 2: C -0.005; C -0.064

=====

(2)
A cluster of 2 separate species, C4H9NO in total, computed with the ωB97M-V functional and the def2-TZVPD basis.

Atoms and positions in Å:
C  -1.40674  0.00296  -0.53931
C  -1.99931  0.85788  0.41533
C  1.03541  -1.17237  0.82064
C  1.41996  0.39855  -0.82638
N  0.60894  0.09216  0.31979
O  -1.49624  -0.66112  -1.50359
H  -1.68475  1.86449  0.21759
H  -3.11274  0.92635  0.21672
H  -1.67016  0.54505  1.37530
H  0.58558  -2.08149  0.22554
H  2.17057  -1.23362  0.78924
H  0.92962  -1.29494  1.91218
H  2.39449  0.82778  -0.60171
H  1.31088  -0.34066  -1.62351
H  0.91446  1.26898  -1.19784

Kohn-Sham gap = 8.201 eV
HOMO energy = -7.6 eV
total charge = 0

Atomic partial charges in e from the Löwdin method, atoms 1 to 2: C -0.220; C -0.032

=====

(3)
A cluster of 2 separate species, C4H9NO in total, computed with the ωB97M-V functional and the def2-TZVPD basis.

Atoms and positions in Å:
C  0.75986  -1.42038  -2.78432
C  -1.40355  -1.93981  -2.35535
N  -0.27885  -2.42100  -2.68152
H  0.39636  -0.58558  -2.20234
H  1.79197  -1.66774  -2.66058
H  0.64282  -0.90538  -3.81052
H  -2.39096  -2.48685  -2.19838
H  -1.50363  -0.80639  -2.49487
O  1.05923  0.31256  2.33440
C  0.56299  1.47439  2.33753
C  0.13229  2.13465  3.59672
H  0.30137  1.68903  1.32492
H  -0.02792  3.22864  3.47514
H  -0.79226  1.54127  3.73168
H  0.75026  1.85259  4.38748

Kohn-Sham gap = 10.548 eV
HOMO energy = -9.7 eV
SMILES = C=NC.CC=O
total charge = 0

Atomic partial charges in e from the Löwdin method, atoms 1 to 2: C -0.164; C -0.110

=====

(4)
A cluster of 3 separate species, C4H9NO in total, computed with the ωB97M-V functional and the def2-TZVPD basis.

Atoms and positions in Å:
C  -0.58555  -0.39483  0.12976
C  -1.34700  1.24157  1.75144
N  0.42709  0.24734  0.63341
C  1.45296  -0.87518  -1.07332
C  1.46852  -0.29720  -2.25774
O  -0.99160  -1.53818  0.64459
H  -0.41270  -1.75185  1.39532
H  0.61225  1.10056  0.11820
H  -1.17987  -0.10151  -0.73092
H  2.11603  -1.66650  -0.73673
H  -0.85987  2.20698  1.81917
H  -2.29986  1.25093  1.22911
H  -1.33165  0.65539  2.66146
H  0.77746  0.50528  -2.52340
H  2.15380  -0.58279  -3.06035

Kohn-Sham gap (alpha / beta) = 8.205 / 8.268 eV
HOMO energy (alpha / beta) = -7.3 / -7.4 eV
total charge = 0

Atomic partial charges in e from the Löwdin method, atoms 1 to 2: C -0.442; C -0.001

=====

(5)
An isolated molecule of C4H9NO, computed with the ωB97M-V functional and the def2-TZVPD basis.

Atoms and positions in Å:
C  -1.23501  -1.01053  0.07429
C  -0.14264  -0.04533  -0.24257
C  1.13938  -0.55432  -0.92255
O  2.18254  0.00447  -0.31533
C  -0.24718  1.38467  -0.01224
N  0.34499  0.90632  1.22077
H  -2.14736  -0.52993  0.43559
H  -1.46673  -1.61342  -0.81430
H  -0.86147  -1.71800  0.82104
H  1.07187  -1.68136  -0.94979
H  0.99252  -0.28562  -2.02065
H  1.36067  0.67379  1.14042
H  -1.23889  1.79955  0.11519
H  0.45913  1.99865  -0.55998
H  -0.21181  0.67105  2.03012

Kohn-Sham gap = 8.039 eV
HOMO energy = -7.5 eV
SMILES = C[C@@]1(C[O-])C[NH2+]1
total charge = 0

Atomic partial charges in e from the Löwdin method, atoms 1 to 2: C -0.037; C -0.244

=====

(6)
An isolated molecule of C4H9NO, computed with the ωB97M-V functional and the def2-TZVPD basis.

Atoms and positions in Å:
C  -0.70483  1.72937  1.50380
C  -1.12353  0.31573  1.18870
C  -0.46750  -0.12318  -0.89661
O  -0.12489  -0.31593  0.38455
N  0.38411  -0.75473  -1.68818
C  1.58233  -1.47820  -1.30784
H  -0.65413  2.33080  0.58739
H  -1.42705  2.18916  2.18222
H  0.28311  1.70877  1.96788
H  -1.22367  -0.31956  2.06766
H  -2.05718  0.31780  0.61880
H  0.15703  -0.63447  -2.65831
H  2.27369  -0.78493  -0.82411
H  1.35129  -2.29157  -0.61469
H  2.03938  -1.90013  -2.20256

Kohn-Sham gap = 9.452 eV
HOMO energy = -8.4 eV
total charge = 0

Atomic partial charges in e from the Löwdin method, atoms 1 to 2: C -0.084; C -0.290

=====

(7)
An isolated molecule of C4H9NO, computed with the ωB97M-V functional and the def2-TZVPD basis.

Atoms and positions in Å:
C  1.70577  0.17281  0.25604
C  0.59701  -0.12366  -0.76669
C  -0.75648  -0.03950  -0.10382
N  -1.31966  1.06684  0.19816
O  -0.57718  2.14582  -0.33735
C  -1.47523  -1.29859  0.29714
H  1.62802  1.20255  0.61800
H  1.64433  -0.49409  1.12364
H  2.69472  0.04978  -0.19644
H  0.65192  0.60758  -1.57605
H  0.73780  -1.12130  -1.19390
H  -0.41652  2.70843  0.42515
H  -2.09220  -1.12715  1.18239
H  -2.13386  -1.63446  -0.51257
H  -0.76338  -2.10508  0.49961

Kohn-Sham gap = 10.516 eV
HOMO energy = -9.5 eV
SMILES = CC/C(C)=N\O
total charge = 0

Atomic partial charges in e from the Löwdin method, atoms 1 to 2: C -0.091; C -0.200

=====

(8)
A cluster of 2 separate species, C4H9NO in total, computed with the ωB97M-V functional and the def2-TZVPD basis.

Atoms and positions in Å:
C  1.21964  2.86536  1.40455
C  -0.68671  -2.23787  0.51167
C  -0.51928  0.37910  -1.94712
C  -0.38985  -0.89138  -0.03191
N  0.61487  1.86091  1.01469
O  -0.59977  -0.72130  -1.27706
H  2.21100  2.62474  1.97620
H  1.08462  3.92112  1.42644
H  0.15274  -2.93305  0.55421
H  -1.16918  -2.12584  1.45836
H  -1.57102  -2.62691  -0.09918
H  -0.27716  2.09346  0.55022
H  -0.41598  1.23138  -1.34785
H  -0.76451  0.47112  -2.90446
H  -0.08114  -0.08397  0.56883

Kohn-Sham gap (alpha / beta) = 7.937 / 7.629 eV
HOMO energy (alpha / beta) = -6.9 / -6.6 eV
total charge = 0

Atomic partial charges in e from the Löwdin method, atoms 1 to 2: C -0.145; C -0.070

=====

(9)
An isolated molecule of C4H9NO, computed with the ωB97M-V functional and the def2-TZVPD basis.

Atoms and positions in Å:
C  0.85086  -0.26501  1.44599
C  0.36863  0.28175  0.10516
C  0.98792  -0.46958  -1.11228
C  -1.10483  -0.05535  -0.12204
O  -1.46825  -1.21152  -0.21017
N  -1.94428  0.97317  -0.38922
H  0.72275  -1.35069  1.45203
H  0.27876  0.15804  2.27863
H  1.91173  -0.03816  1.59879
H  0.52795  1.37615  0.08605
H  0.11776  -1.01704  -1.51909
H  1.59937  0.21506  -1.72978
H  1.67508  -1.26773  -0.81471
H  -1.67383  1.93527  -0.30469
H  -2.84961  0.73565  -0.76466

Kohn-Sham gap = 10.689 eV
HOMO energy = -9.8 eV
SMILES = CC(C)C(N)=O
total charge = 0

Atomic partial charges in e from the Löwdin method, atoms 1 to 2: C -0.075; C -0.336

=====

(10)
A structure of composition C4H9NO, computed with the ωB97M-V functional and the def2-TZVPD basis.

Atoms and positions in Å:
C  0.11520  -0.93067  -1.15184
C  0.18408  0.08284  -0.09733
C  -0.08754  1.56207  -0.41092
C  1.10374  -0.36370  1.04950
N  -1.15929  -0.45762  0.11155
O  -2.30047  0.13505  0.21206
H  0.13820  -1.97216  -0.87819
H  -0.00794  -0.78829  -2.16510
H  -0.13537  2.15235  0.57915
H  -1.15982  1.74104  -0.87782
H  0.69240  1.84941  -1.13779
H  1.00700  0.31888  1.99123
H  2.11230  -0.62720  0.71906
H  0.61518  -1.26263  1.54096
H  -1.11764  -1.43935  0.51548

Kohn-Sham gap (alpha / beta) = 8.576 / 8.578 eV
HOMO energy (alpha / beta) = -7.8 / -7.8 eV
total charge = 0

Atomic partial charges in e from the Löwdin method, atoms 1 to 2: C 0.083; C -0.591

=====

(11)
A structure of composition C4H9NO, computed with the ωB97M-V functional and the def2-TZVPD basis.

Atoms and positions in Å:
C  -1.01971  -0.03308  1.09323
N  0.16972  0.45798  0.41962
C  1.40033  0.16926  1.13871
C  0.18210  -0.08475  -0.88568
O  1.01337  0.29820  -1.87321
C  -0.75599  0.17050  -1.96499
H  -1.06191  0.38267  2.10139
H  -1.90405  0.30715  0.54281
H  -1.07244  -1.13983  1.17622
H  1.53804  -0.90144  1.39260
H  1.40388  0.74728  2.06811
H  2.24607  0.49439  0.52600
H  -0.83309  1.00237  -2.63323
H  -1.43819  -0.67272  -2.16702
H  0.13187  -1.19797  -0.93455

Kohn-Sham gap = 9.279 eV
HOMO energy = -8.9 eV
total charge = 0

Atomic partial charges in e from the Löwdin method, atoms 1 to 2: C -0.096; N -0.207

=====

(12)
A structure of composition C4H9NO, computed with the ωB97M-V functional and the def2-TZVPD basis.

Atoms and positions in Å:
C  1.23901  -0.96345  -0.64885
N  0.99650  0.34961  -0.07427
C  0.97700  0.16634  1.41430
C  -0.17251  1.07320  -0.49245
C  -1.39956  0.52365  -0.45977
O  -1.72025  -0.61152  0.16496
H  0.51866  -1.73119  -0.30449
H  1.13201  -0.96157  -1.73349
H  2.20380  -1.32528  -0.30578
H  2.00217  -0.08832  1.66894
H  0.25620  -0.60725  1.66634
H  0.80043  1.14753  1.83377
H  -0.05397  1.86658  -1.22001
H  -1.11698  -0.81292  -0.62467
H  -2.17405  0.85660  -1.15390

Kohn-Sham gap = 9.612 eV
HOMO energy = -8.7 eV
total charge = 0

Atomic partial charges in e from the Löwdin method, atoms 1 to 2: C -0.117; N -0.245

=====

Electronic energy in Ha, matching the order above: -287.6827; -287.6724; -287.7034; -287.5581; -287.6853; -287.7407; -287.7442; -287.6064; -287.8124; -287.6164; -287.6665; -287.6775
Energy above the lowest of the compared OMol25 structures with the same formula, charge and spin in kJ/mol, matching the order above: 393.1; 420.3; 338.8; 720.4; 386.2; 240.9; 231.8; 593.4; 52.7; 567.2; 435.8; 406.8
Largest force on an atom in eV Å⁻¹, matching the order above: 0.36; 5.28; 5.41; 1.32; 1.57; 0.74; 0.59; 4.96; 1.57; 2.96; 1.63; 4.82